1.
24
Properties=species:S:1:pos:R:3 method="wB97M-V/def2-TZVPD" gap_ha=0.366 total_energy_ha=-1067.761910 homo_ev=-10.043
C 3.40119 0.15857 -0.10541
N 2.18258 1.03247 -0.03967
C 1.01875 0.13226 0.09639
C -0.32087 0.87331 0.26758
O -0.61866 1.99655 -0.60658
S -2.25023 2.22129 -0.30241
O -2.57674 3.26829 0.66698
O -3.08393 2.22343 -1.52035
O -2.63013 0.75739 0.44441
C -1.53127 -0.06995 -0.01862
B -1.45532 -1.60789 0.46125
N -1.66415 -2.65293 -0.53560
O -1.16161 -1.87842 1.82007
H 3.15330 -0.88590 0.14841
H 4.20651 0.52153 0.54105
H 3.72367 0.12345 -1.16248
H 2.08996 1.42265 -0.97013
H 0.97296 -0.52483 -0.79797
H 1.16419 -0.44295 1.02310
H -0.39289 1.31971 1.27303
H -1.57442 -0.03258 -1.13224
H -1.10201 -2.43300 -1.35146
H -1.32574 -3.52121 -0.13133
H -0.22514 -2.00121 1.93196

2.
124
Properties=species:S:1:pos:R:3 method="wB97M-V/def2-TZVPD" gap_ha="0.297 / 0.293" total_energy_ha=-4081.224774 homo_ev="-7.859 / -7.807" multiplicity=2
Fe -0.15335 0.27511 -0.53813
C -2.11997 0.04369 -1.18749
C -1.47263 -1.23596 -1.24134
C -0.42660 -1.11539 -2.20966
C -0.44476 0.22440 -2.64325
C -1.53079 0.92924 -2.08639
C -2.07681 2.22510 -2.65168
C -2.72611 3.10601 -1.58303
C -3.16210 1.78976 -3.65560
C -1.02879 3.04378 -3.41529
C 0.46472 -2.12748 -2.97258
C 1.14158 -1.42507 -4.16473
C -0.42660 -3.21919 -3.58419
C 1.59794 -2.78060 -2.18159
C -2.07538 -2.43135 -0.49922
C -2.77614 -1.95957 0.78823
C -1.08597 -3.52196 -0.08663
C -3.17789 -3.03126 -1.39263
H -2.98212 0.26753 -0.57857
H 0.23793 0.66382 -3.34701
H -3.40983 2.54270 -0.94264
H -3.29995 3.90122 -2.06353
H -1.96262 3.59664 -0.97260
H -4.00391 1.31341 -3.14746
H -2.75469 1.07856 -4.37752
H -3.53756 2.65648 -4.20355
H -0.12153 3.19107 -2.83111
H -1.45068 4.02113 -3.65868
H -0.76579 2.56228 -4.36076
H 0.41860 -0.94836 -4.82923
H 1.68503 -2.17187 -4.74487
H 1.86481 -0.67730 -3.83324
H -1.25330 -2.78385 -4.15157
H -0.83882 -3.89103 -2.83602
H 0.17143 -3.82172 -4.27046
H 2.29557 -2.03373 -1.80634
H 2.13510 -3.46192 -2.84742
H 1.22815 -3.34562 -1.32996
H -2.08504 -1.42439 1.43857
H -3.14917 -2.83135 1.32806
H -3.63886 -1.32543 0.57492
H -0.27097 -3.10858 0.50637
H -0.66334 -4.05057 -0.93801
H -1.61566 -4.26251 0.51610
H -3.93491 -2.27691 -1.62132
H -3.67019 -3.85476 -0.87053
H -2.79222 -3.41232 -2.33526
C 1.68661 6.68749 0.97456
C 2.37450 5.76297 -0.01935
C 1.56593 5.67479 -1.30942
C 3.79423 6.23798 -0.30031
O 2.43487 4.48537 0.62878
Si 2.70039 2.97939 0.04291
S 0.83321 2.27591 -0.61503
O 3.48508 2.09611 1.16138
C 3.39103 2.03362 2.58974
C 1.95941 1.68032 2.97819
C 3.82200 3.35699 3.21212
C 4.36103 0.93328 2.99011
O 3.68433 3.10558 -1.25851
C 4.56263 2.12861 -1.84117
C 4.86491 2.64186 -3.24135
C 3.86508 0.77330 -1.90810
C 5.84017 2.04684 -1.01596
H 1.58217 7.69244 0.56093
H 2.26793 6.74771 1.89600
H 0.69437 6.30171 1.21608
H 1.47610 6.66345 -1.76453
H 0.56569 5.28787 -1.10505
H 2.05151 5.00724 -2.02414
H 3.77953 7.22932 -0.75862
H 4.29622 5.54408 -0.97458
H 4.36025 6.29412 0.63132
H 1.27756 2.47824 2.66586
H 1.87727 1.55618 4.06143
H 1.65557 0.75561 2.48179
H 3.15456 4.16324 2.91140
H 4.83582 3.60578 2.89267
H 3.81281 3.27615 4.30114
H 4.08959 0.00417 2.48972
H 4.35976 0.77968 4.07121
H 5.37216 1.20171 2.67855
H 3.94223 2.71865 -3.81952
H 5.54953 1.96800 -3.75993
H 5.32311 3.63075 -3.18713
H 2.92793 0.86191 -2.46153
H 3.63419 0.39725 -0.90742
H 4.50578 0.04475 -2.41023
H 6.31192 3.02987 -0.96034
H 6.54310 1.34990 -1.47746
H 5.61811 1.70543 -0.00581
N 6.29182 -5.60347 4.22853
C 5.56412 -4.93270 3.64315
C 4.65255 -4.09365 2.91257
C 4.61591 -4.14463 1.52068
C 3.73794 -3.33811 0.82002
C 2.88086 -2.45559 1.48922
C 2.92269 -2.42852 2.88935
C 3.79686 -3.23113 3.59556
C 1.95491 -1.61977 0.78257
C 1.13077 -0.89939 0.25851
H 5.27702 -4.81901 0.99285
H 3.72057 -3.38464 -0.25948
H 2.24393 -1.76954 3.41832
H 3.81998 -3.19765 4.67668
O -0.67203 0.38399 1.40111
C -1.23336 1.28091 2.05588
C -1.64290 0.97950 3.47519
C -3.15459 1.18047 3.77244
C -3.98282 1.69068 2.58962
C -3.73251 3.16590 2.27095
C -2.24203 3.50395 2.27085
N -1.45514 2.49966 1.57485
H -1.03053 1.61332 4.12300
H -1.33919 -0.04752 3.65988
H -3.27171 1.87062 4.61141
H -3.56636 0.22740 4.10318
H -5.04350 1.54197 2.79713
H -3.76267 1.07942 1.70747
H -4.22027 3.79711 3.01873
H -4.17534 3.41806 1.30427
H -1.87367 3.58839 3.29532
H -2.04850 4.46258 1.79236
H -1.11664 2.67959 0.63662

3.
39
Properties=species:S:1:pos:R:3 method="wB97M-V/def2-TZVPD" gap_ha="0.239 / 0.196" total_energy_ha=-4964.424158 homo_ev="-4.807 / -4.801" total_charge=-1 multiplicity=2 relative_energy_ev=2.046
Ru -1.41325 -1.73034 0.37571
Te -5.17630 -1.96742 0.54995
Te -9.14156 0.43063 1.09536
Te -6.49718 0.47000 0.98538
Te -3.31152 -0.01674 0.67455
O -2.78452 -3.25392 -1.45705
P -2.39618 -4.30283 -0.26482
O -3.11969 -5.56369 -0.46550
O -2.48121 -3.52947 1.03480
O -0.77981 -4.51081 -0.59353
P 0.47850 -3.50360 -0.37656
O -0.01576 -2.29302 -1.39618
O 1.73933 -4.12679 -0.78097
O 0.33925 -2.79592 0.96067
H -3.10514 -3.77424 -2.20443
H 0.22855 -2.45666 -2.31265
C -0.60273 1.85684 1.63097
As -0.34593 0.39582 0.38299
C -0.47789 1.35436 -1.30356
C 1.62302 0.09860 0.52232
C 2.47826 1.30489 0.32029
C 2.85192 2.11380 1.39362
C 3.58782 3.27333 1.19604
C 3.97548 3.64480 -0.08321
C 3.63623 2.83509 -1.15874
C 2.89146 1.68313 -0.95809
H 0.27147 2.50430 1.55158
H -0.66933 1.47297 2.64685
H -1.49100 2.43699 1.39218
H 0.31861 2.09456 -1.38821
H -1.44574 1.84121 -1.39614
H -0.35602 0.62240 -2.10112
H 1.83349 -0.66532 -0.22496
H 1.77328 -0.34325 1.50684
H 2.58037 1.81326 2.39942
H 3.85895 3.88795 2.04548
H 4.54685 4.55073 -0.23983
H 3.95222 3.10246 -2.15948
H 2.64569 1.04588 -1.79997

4.
12
Properties=species:S:1:pos:R:3 method="wB97M-V/def2-TZVPD" gap_ha=0.339 total_energy_ha=-931.474269 homo_ev=-9.100 relative_energy_ev=1.342
C 1.11621 1.19382 -0.41413
N 1.91359 0.78950 0.46929
C 1.49430 -0.32452 1.32102
H 1.51469 1.82087 -1.20848
H 0.07291 0.85361 -0.45534
H 2.37580 -0.73815 1.80051
H 0.84597 0.02409 2.12774
H 0.97253 -1.05360 0.70387
S -2.29179 -1.41754 -0.38702
S -2.82175 0.37139 -1.33336
H -3.49213 -1.99172 -0.56003
H -1.70031 0.47226 -2.06405

5.
168
Properties=species:S:1:pos:R:3 method="wB97M-V/def2-TZVPD" gap_ha="0.313 / 0.083" total_energy_ha=-2720.261043 homo_ev="-11.101 / -11.101" total_charge=+1 multiplicity=2 relative_energy_ev=3.233
C 3.24931 -1.66775 3.96892
C 1.82251 -2.34809 4.04658
C 1.85660 -3.53553 4.98715
O 0.97012 -1.37736 4.61813
H 3.94847 -2.08794 3.24593
H 3.60818 -1.55328 4.99177
H 3.13114 -0.60946 3.73621
H 1.40447 -2.63324 3.08116
H 2.42753 -4.32319 4.49549
H 0.89791 -4.02269 5.16516
H 2.28690 -3.34669 5.97065
H 1.28440 -1.02741 5.45500
C 0.87307 4.16669 -1.32953
C 0.61835 5.63939 -1.04661
C 1.87955 6.55865 -0.81634
O -0.13375 6.29477 -1.98066
H 0.01750 3.81503 -1.90611
H 0.76362 3.62406 -0.39056
H 1.83370 3.96319 -1.80269
H 0.08117 5.61604 -0.09846
H 1.62290 7.60022 -0.62306
H 2.63244 6.37722 -1.58337
H 2.37065 6.19767 0.08733
H 0.42362 6.39979 -2.75520
C -5.57466 -1.39054 -1.78962
C -4.23746 -2.05444 -1.52672
C -4.44976 -3.24352 -0.53504
O -3.74149 -2.59794 -2.70420
H -6.10626 -1.14200 -0.87107
H -6.21755 -2.02835 -2.39624
H -5.47356 -0.46338 -2.35376
H -3.49966 -1.41732 -1.03904
H -5.23205 -3.96221 -0.77918
H -4.67684 -2.79314 0.43124
H -3.53128 -3.81487 -0.40072
H -4.32806 -3.27294 -3.05336
C 5.22882 2.20831 0.91950
C 4.18682 3.31841 0.96418
C 4.61489 4.41874 1.93031
O 4.20697 3.89264 -0.27834
H 5.29304 1.69917 1.88114
H 6.25916 2.53062 0.76908
H 5.01333 1.39471 0.22687
H 3.17822 2.98418 1.20731
H 3.90314 5.24426 1.93573
H 5.54061 4.93893 1.68427
H 4.67557 4.07139 2.96170
H 3.74582 3.26970 -0.84481
C 1.45479 -5.31744 0.75479
C 1.00327 -6.59953 1.43232
C -0.42857 -7.05413 1.10731
O 1.82820 -7.69401 0.92946
H 1.31546 -5.20330 -0.32022
H 2.53180 -5.14965 0.75135
H 1.15551 -4.44822 1.34044
H 1.09774 -6.63432 2.51766
H -0.55453 -8.13169 1.21268
H -0.82846 -6.78620 0.12935
H -1.06208 -6.50178 1.80134
H 2.67282 -7.35441 1.23425
C -3.60774 1.77282 -3.73740
C -3.72137 2.28747 -2.34382
C -2.57783 1.77399 -1.47649
O -3.63205 3.70030 -2.44133
H -2.71576 2.13093 -4.25144
H -4.57696 1.94040 -4.20711
H -3.70633 0.68762 -3.71048
H -4.62625 2.09111 -1.76871
H -1.56938 2.10219 -1.72832
H -2.63645 0.68735 -1.41421
H -2.54593 2.23126 -0.48756
H -3.26505 4.01716 -1.61276
C 0.18739 1.08549 0.64175
C 0.34472 -0.47040 0.48323
C -0.77388 -1.31283 1.03584
O 0.34152 -0.77325 -0.92675
H 0.89594 1.52487 -0.06038
H 0.38391 1.48100 1.63827
H -0.80627 1.45989 0.39566
H 1.33451 -0.74920 0.84475
H -1.65262 -1.44178 0.40395
H -1.05391 -0.94584 2.02326
H -0.36030 -2.31061 1.18242
H -0.08080 -1.62840 -1.03613
C -1.44340 3.38195 3.69696
C -1.98819 4.44233 2.77997
C -1.32485 5.76703 2.90074
O -2.00543 3.98958 1.51007
H -0.39569 3.24175 3.43098
H -1.97909 2.43299 3.72187
H -1.55874 3.73128 4.72300
H -3.03347 4.73203 2.88756
H -1.79017 6.46013 2.19989
H -0.25597 5.68750 2.70256
H -1.41302 6.13612 3.92255
H -2.38761 4.65544 0.93373
C -1.79568 -5.34013 -2.24805
C -0.67892 -4.42034 -2.53483
C -0.43004 -4.23001 -3.95482
O -0.89852 -3.16071 -1.88502
H -1.64931 -6.34177 -2.65228
H -2.72978 -5.06190 -2.73605
H -1.91302 -5.50958 -1.17772
H 0.19083 -4.88617 -2.07154
H 0.38071 -3.51392 -4.08902
H -1.28511 -3.75565 -4.43642
H -0.26809 -5.14708 -4.52126
H -1.75247 -2.93378 -2.26035
C 5.45088 2.75111 -3.15017
C 4.21165 1.83293 -3.60162
C 4.67765 0.42761 -3.95207
O 3.50447 1.81059 -2.35871
H 5.87868 2.48787 -2.18281
H 5.08392 3.77306 -3.05502
H 6.17951 2.77314 -3.96055
H 3.62690 2.34387 -4.36655
H 5.20990 0.31334 -4.89640
H 3.79162 -0.19834 -4.05804
H 5.26107 -0.05900 -3.17044
H 2.61250 1.47611 -2.47750
C -3.74359 -0.96352 4.89704
C -2.23409 -0.80149 4.80399
C -1.72094 -0.45482 6.23706
O -1.50333 -1.87069 4.19980
H -4.05082 -1.56249 5.75433
H -4.08588 -1.33947 3.93289
H -4.31443 -0.06020 5.11212
H -1.92596 0.04763 4.19395
H -0.80520 0.12675 6.13079
H -1.81004 -1.32246 6.89079
H -2.33502 0.37123 6.59576
H -0.58884 -1.63548 4.37294
C 5.60090 -3.38397 -0.67607
C 4.38307 -2.86818 -1.48064
C 3.95826 -1.41823 -1.26715
O 4.71301 -2.92793 -2.89124
H 6.43394 -2.68293 -0.72776
H 5.92738 -4.31879 -1.13174
H 5.31331 -3.54824 0.36240
H 3.59698 -3.61444 -1.36547
H 3.67505 -1.32398 -0.21881
H 3.15427 -1.03570 -1.89592
H 4.66199 -0.58612 -1.28873
H 3.94889 -3.10067 -3.44611
C 0.83936 1.90103 -5.18142
C 0.12261 0.96532 -4.17024
C -0.45904 -0.34260 -4.73238
O 1.06025 0.57873 -3.15506
H 1.65223 1.46191 -5.75979
H 1.34753 2.79728 -4.82564
H 0.10681 2.17672 -5.94002
H -0.56924 1.65340 -3.68446
H -1.35310 -0.09957 -5.30657
H -0.64736 -1.08617 -3.95795
H 0.24469 -0.82313 -5.41207
H 0.56420 -0.03211 -2.60515
C -5.50667 2.16131 2.76321
C -5.03582 1.81427 1.38055
C -4.13777 0.56519 1.42745
O -6.21408 1.49269 0.66409
H -4.82703 1.71417 3.48865
H -6.51625 1.88662 3.06880
H -5.41122 3.23022 2.95407
H -4.70536 2.71194 0.85799
H -3.76495 0.47432 0.40723
H -4.67262 -0.33461 1.73143
H -3.32473 0.70612 2.13964
H -6.53859 0.63463 0.94699

6.
56
Properties=species:S:1:pos:R:3 method="wB97M-V/def2-TZVPD" gap_ha=0.254 total_energy_ha=-3480.258755 homo_ev=-12.414 total_charge=+2 relative_energy_ev=2.809
Br 2.22620 -14.43160 11.78503
C 4.79168 -17.59299 17.92812
C 4.41084 -17.35260 16.48660
O 5.18619 -17.61297 15.55865
N 3.01794 -16.83746 16.19352
H 2.36436 -17.38885 16.73103
H 2.86351 -15.95011 16.65053
C 2.63359 -16.68858 14.67499
H 4.29054 -18.46904 18.33983
H 4.73789 -16.62294 18.42231
H 5.83317 -17.88513 18.06250
H 3.28305 -16.08290 14.04298
H 1.67156 -16.18924 14.79013
H 2.40839 -17.68465 14.29389
C -3.83089 -18.86268 12.14352
N -2.53245 -18.33337 12.75788
C -2.72202 -18.36019 14.25002
C -1.43446 -19.38326 12.41911
C -2.23946 -16.85582 12.27421
C -1.01853 -16.25526 12.97458
O 0.15582 -16.92700 12.73872
H -4.64971 -18.20433 12.43370
H -3.98435 -19.78505 12.70368
H -3.76140 -19.06728 11.07515
H -1.81091 -18.00049 14.72813
H -2.81722 -19.39175 14.58905
H -3.58892 -17.72726 14.43972
H -1.77739 -20.41790 12.42098
H -0.60113 -19.27717 13.11367
H -0.97881 -19.27879 11.43445
H -3.11014 -16.22917 12.46743
H -2.22640 -16.89924 11.18515
H -0.99950 -16.15596 14.05988
H -0.94119 -15.29602 12.46275
H 0.85628 -16.32091 12.48650
C -2.09193 -10.77388 13.85774
N -0.64928 -11.27355 13.88110
C 0.23798 -10.10317 14.50633
C -0.48424 -12.47355 14.74334
C -0.17383 -11.67564 12.44870
C -0.09617 -10.67102 11.27336
O -1.25359 -9.91951 11.19715
H -2.69373 -11.34002 13.14682
H -2.00221 -9.74724 13.50269
H -2.49258 -10.79321 14.87124
H 1.29275 -10.36429 14.42044
H 0.08922 -9.97361 15.57834
H 0.06083 -9.20668 13.91218
H -1.13435 -13.25819 14.35630
H -0.81626 -12.27720 15.76280
H 0.52747 -12.87758 14.70708
H -0.72817 -12.54026 12.08368
H 0.87895 -11.95251 12.50446
H -0.20475 -11.27362 10.37159
H 0.84903 -10.14340 11.14567
H -1.24022 -9.36288 10.41511